Computed, not measured: a molecular structure, C21H29ClGeN2O4Pd, with ωB97M-V/def2-TZVPD.

HOMO energy: -1.10 eV
charge: -2
maximum force: 0.22 eV/Å
multiplicity: 1
energy above the lowest of the compared OMol25 structures with the same formula, charge and spin: 5.7 kcal per mole

Positions of all 59 atoms, in Å:
Pd 1.685 0.473 -0.568
C 1.546 -3.053 2.187
C 2.384 -3.256 0.943
O 3.580 -3.540 1.004
N 1.699 -3.099 -0.204
C 2.333 -3.112 -1.502
C 2.001 -1.869 -2.288
C 1.040 -1.890 -3.268
C 0.693 -0.687 -3.921
C 1.334 0.464 -3.569
C 2.360 0.412 -2.581
N 2.720 -0.755 -1.978
H 1.952 -3.662 2.994
H 0.498 -3.288 2.005
H 1.617 -2.001 2.470
H 0.677 -3.005 -0.169
H 2.009 -3.992 -2.067
H 3.408 -3.173 -1.338
H 0.532 -2.817 -3.503
H -0.089 -0.680 -4.671
H 1.083 1.416 -4.019
H 3.088 1.219 -2.534
C -5.636 -0.720 -1.291
C -4.819 0.085 -0.326
C -5.398 0.838 0.683
C -4.599 1.509 1.595
Cl -5.364 2.455 2.865
C -3.223 1.443 1.524
C -2.630 0.702 0.508
C -3.420 0.030 -0.415
O -2.917 -0.645 -1.474
C -1.783 -1.487 -1.237
C -2.139 -2.758 -0.436
O -3.333 -2.968 -0.173
O -1.134 -3.459 -0.144
H -6.696 -0.678 -1.032
H -5.284 -1.754 -1.271
H -5.509 -0.357 -2.314
H -6.476 0.882 0.775
H -2.606 1.971 2.240
H -1.549 0.669 0.452
H -0.969 -0.940 -0.755
H -1.430 -1.779 -2.224
C 1.768 4.015 3.136
Ge 2.263 2.743 1.673
C 3.084 3.910 0.305
C 3.711 1.652 2.448
C 0.834 1.685 0.965
H 2.641 4.561 3.506
H 1.318 3.474 3.972
H 1.035 4.740 2.773
H 3.792 4.617 0.748
H 2.308 4.472 -0.219
H 3.605 3.293 -0.429
H 4.524 2.278 2.827
H 4.103 0.974 1.689
H 3.330 1.045 3.273
H 0.035 2.342 0.603
H 0.414 1.053 1.760

Computed, not measured: C6H12O2 in the gas phase, with ωB97M-V/def2-TZVPD.

HOMO energy: -9.53 eV
SMILES string: CCO[C@@H]1CCOC1
maximum force: 0.30 eV/Å
multiplicity: 1
energy above the lowest of the compared OMol25 structures with the same formula, charge and spin: 36.2 kcal per mole

Positions of all 20 atoms, in Å:
C -0.311 -1.990 1.964
C -0.931 -1.747 0.601
O -0.007 -1.197 -0.329
C 0.199 0.186 -0.204
C -0.640 1.055 -1.144
C 0.172 2.348 -1.157
O 1.527 1.991 -0.840
C 1.603 0.589 -0.626
H 0.535 -2.672 1.873
H 0.038 -1.067 2.423
H -1.048 -2.435 2.636
H -1.812 -1.097 0.687
H -1.262 -2.687 0.161
H 0.044 0.541 0.824
H -1.653 1.226 -0.783
H -0.679 0.591 -2.129
H -0.182 3.059 -0.407
H 0.166 2.847 -2.128
H 1.878 0.065 -1.549
H 2.363 0.396 0.129

Computed, not measured: a molecular structure, C10H13ClHfN2O3 at a distorted geometry, with ωB97M-V/def2-TZVPD.

HOMO energy (alpha / beta): -15.13 / -15.05 eV
charge: +2
maximum force: 5.67 eV/Å
multiplicity: 1
energy above the lowest of the compared OMol25 structures with the same formula, charge and spin: 87.3 kcal per mole

Positions of all 30 atoms, in Å:
Cl -3.768 0.531 -1.964
C 0.582 -2.440 -1.740
C 1.712 -1.693 -1.333
C 1.573 -0.359 -1.858
H 2.624 -2.144 -0.918
C 0.348 -0.291 -2.585
C -0.269 -1.578 -2.502
H -1.187 -1.852 -3.013
H 0.470 -3.521 -1.645
H 2.363 0.400 -1.914
C -0.216 0.890 -3.285
Hf -0.324 -0.731 -0.356
C 0.342 -2.433 1.198
C -2.700 -1.217 -0.239
O 0.345 -2.929 2.242
O -3.540 -1.320 0.565
H 0.121 1.804 -2.799
H -1.307 0.893 -3.242
H 0.103 0.960 -4.330
C -1.110 2.012 3.653
N 0.262 1.823 3.128
C 0.558 1.182 2.002
N 1.882 0.987 1.682
O -0.377 0.709 1.172
H -1.825 1.460 3.060
H -1.341 3.078 3.650
H -1.121 1.674 4.690
H 1.047 2.269 3.590
H 2.140 0.393 0.897
H 2.616 1.443 2.195

Computed, not measured: 9 unconnected molecules or ions with the total composition C40H93N3O15P2S9, with ωB97M-V/def2-TZVPD.

HOMO energy: -8.35 eV
maximum force: 0.87 eV/Å
multiplicity: 1

Positions of all 162 atoms, in Å:
C 3.507 -1.025 1.680
C 3.106 -1.795 0.420
C 1.891 -1.143 -0.277
C 0.898 -2.217 -0.720
C 2.371 -0.088 -1.306
N 1.549 1.142 -1.362
C 2.010 2.066 -0.331
N 3.184 2.798 -0.778
C 3.607 3.807 0.197
C 0.108 0.938 -1.223
C -0.726 2.185 -1.547
C -0.236 2.955 -2.742
O -2.055 1.709 -1.821
C -3.013 2.002 -0.824
C -2.903 1.092 0.368
C -2.931 -0.287 0.208
C -2.807 -1.110 1.306
C -2.686 -0.582 2.578
C -2.675 0.787 2.750
C -2.772 1.616 1.645
C 2.778 -0.550 -2.747
C 3.664 0.578 -3.349
C 2.993 1.673 -4.130
N 3.108 1.760 -5.388
O 3.360 -1.876 -2.678
C 4.726 -2.105 -2.714
S 5.270 -2.026 -4.491
O 5.314 -1.180 -1.855
C 6.696 -0.913 -1.971
C 7.150 -0.144 -0.742
C 6.486 1.208 -0.631
O 6.863 -0.883 0.447
P 5.074 -3.870 -1.955
O 5.585 -4.711 -3.252
O 3.526 -4.344 -1.811
P 1.421 -0.841 -3.979
O 1.916 -1.159 -5.333
H 2.641 -0.824 2.313
H 4.256 -1.567 2.252
H 3.930 -0.054 1.406
H 2.852 -2.812 0.707
H 3.978 -1.791 -0.226
H 1.390 -0.586 0.518
H -0.074 -1.826 -1.016
H 1.289 -2.833 -1.526
H 0.715 -2.883 0.123
H 3.326 0.249 -0.899
H 1.203 2.758 -0.070
H 2.262 1.533 0.598
H 2.901 3.284 -1.623
H 2.797 4.087 0.879
H 3.922 4.708 -0.320
H 4.436 3.431 0.798
H -0.251 0.147 -1.873
H -0.173 0.642 -0.203
H -0.780 2.823 -0.663
H -0.099 2.320 -3.614
H 0.727 3.406 -2.504
H -0.906 3.787 -2.959
H -3.991 1.883 -1.296
H -2.952 3.046 -0.496
H -3.030 -0.720 -0.782
H -2.828 -2.186 1.215
H -2.630 -1.236 3.437
H -2.607 1.197 3.747
H -2.745 2.691 1.792
H 4.137 1.085 -2.507
H 4.448 0.188 -3.987
H 2.467 2.421 -3.536
H 2.632 2.595 -5.731
H 6.456 -2.610 -4.306
H 7.279 -1.836 -2.049
H 6.872 -0.292 -2.853
H 8.237 -0.063 -0.831
H 6.940 1.760 0.191
H 6.615 1.797 -1.538
H 5.430 1.082 -0.394
H 7.689 -1.234 0.804
H 4.941 -4.737 -3.977
H 2.979 -4.078 -2.566
H 0.574 0.269 -3.878
H 0.660 -1.899 -3.466
C -4.566 -5.824 3.388
S -5.007 -5.321 1.721
O -3.835 -4.584 1.168
C -6.208 -4.089 2.222
H -3.779 -6.571 3.308
H -4.207 -4.957 3.945
H -5.440 -6.260 3.872
H -5.725 -3.355 2.871
H -7.030 -4.584 2.739
H -6.577 -3.611 1.320
C 6.633 -0.311 3.721
S 7.967 0.604 2.956
O 8.967 -0.405 2.502
C 8.616 1.319 4.471
H 6.148 -0.874 2.927
H 7.044 -0.986 4.472
H 5.925 0.386 4.168
H 8.888 0.521 5.162
H 7.862 1.972 4.909
H 9.499 1.899 4.209
C -2.949 -0.692 6.722
S -4.367 -1.765 6.463
O -4.596 -1.858 4.996
C -5.584 -0.608 7.102
H -2.073 -1.208 6.332
H -3.090 0.256 6.198
H -2.823 -0.523 7.792
H -5.536 0.313 6.521
H -5.381 -0.417 8.156
H -6.564 -1.068 6.994
C -7.389 -3.257 -1.358
S -7.828 -4.880 -1.994
O -7.342 -5.879 -1.005
C -6.655 -4.863 -3.349
H -7.991 -3.078 -0.470
H -6.327 -3.243 -1.104
H -7.615 -2.502 -2.110
H -5.645 -4.736 -2.958
H -6.907 -4.050 -4.029
H -6.726 -5.816 -3.870
C -2.971 -6.650 -1.341
S -3.000 -6.298 -3.097
O -3.733 -7.408 -3.762
C -1.247 -6.579 -3.375
H -3.989 -6.570 -0.964
H -2.597 -7.663 -1.189
H -2.343 -5.922 -0.830
H -0.995 -7.594 -3.072
H -0.672 -5.850 -2.804
H -1.057 -6.449 -4.439
C -0.540 7.303 -1.845
S 0.864 6.526 -2.645
O 1.477 5.605 -1.643
C 1.904 7.987 -2.697
H -1.292 6.533 -1.686
H -0.224 7.722 -0.890
H -0.943 8.076 -2.498
H 2.051 8.360 -1.683
H 1.432 8.742 -3.324
H 2.858 7.694 -3.129
C -3.737 4.305 7.094
S -2.303 3.613 6.267
O -2.784 2.421 5.514
C -1.498 2.996 7.748
H -4.396 4.702 6.325
H -4.247 3.519 7.651
H -3.419 5.108 7.758
H -2.166 2.305 8.262
H -1.238 3.835 8.394
H -0.593 2.479 7.436
C -4.124 3.677 -3.433
S -3.628 4.665 -4.844
O -4.247 6.007 -4.668
C -4.617 3.785 -6.056
H -3.640 4.102 -2.557
H -5.207 3.720 -3.318
H -3.781 2.652 -3.572
H -5.665 3.824 -5.762
H -4.270 2.754 -6.123
H -4.480 4.282 -7.014